# 1
{"formula": "C44H57GeN3O9S5SbSi3Tl", "method": "ωB97M-V/def2-TZVPD", "elements": ["O", "C", "S", "H", "H", "C", "C", "H", "H", "H", "H", "N", "H", "C", "Si", "H", "Tl", "H", "C", "H", "H", "C", "H", "H", "H", "C", "H", "C", "H", "H", "H", "H", "C", "C", "C", "S", "C", "C", "S", "C", "H", "H", "C", "C", "H", "H", "H", "C", "Ge", "C", "C", "H", "H", "H", "C", "O", "C", "H", "O", "O", "H", "C", "H", "H", "C", "C", "H", "H", "H", "H", "H", "C", "H", "C", "H", "C", "C", "H", "C", "C", "C", "O", "C", "Si", "H", "C", "C", "C", "H", "H", "H", "C", "C", "H", "Si", "C", "H", "H", "C", "S", "Sb", "O", "C", "H", "H", "C", "H", "C", "H", "H", "O", "S", "H", "N", "N", "C", "H", "O", "O", "H", "H", "H", "C", "H"], "xyz": [[-0.9253, -2.5439, -2.2356], [2.6043, -3.7973, 0.8821], [1.7645, -0.2506, -0.8054], [-2.7585, -3.1212, 5.0701], [-5.4917, -4.9409, -1.3674], [5.1762, 2.1882, -0.7470], [1.3176, 0.7640, 1.6376], [-1.3571, 2.2674, 1.1346], [5.4453, -4.7359, 2.2275], [0.4245, -2.8082, 2.4901], [-5.4835, 1.2296, 1.3825], [-4.0746, -0.5572, -0.3171], [2.0295, -4.6321, 1.2678], [1.9381, -2.6941, 0.3568], [-5.0958, -3.4934, 0.5954], [6.0575, 3.4297, -3.8189], [-1.2111, 1.1173, -1.5067], [-0.3115, -1.8917, 3.8079], [3.5880, 4.2806, 1.2386], [-1.1749, -4.8059, 0.8182], [5.7975, -2.7878, 0.3965], [3.2429, 2.8258, -2.0252], [2.2134, 1.2846, -6.6634], [-6.1863, -5.4236, 1.6984], [-3.2331, 0.1723, 5.0506], [1.3988, 1.6247, 2.6811], [-6.8436, -2.1507, -0.5780], [-1.4025, -2.3701, -1.1587], [4.1182, 6.1322, 2.1238], [-7.0271, -2.0442, 1.1689], [7.5970, 1.1410, 1.4064], [-3.9340, -5.3264, -0.5962], [3.7528, 2.3295, -0.8710], [4.0675, 3.2548, -3.0917], [2.0844, 0.9802, 0.4650], [-4.7511, -0.9487, -1.7860], [7.4108, 2.4419, -1.7087], [3.9911, -3.8415, 0.9111], [1.0714, 0.0614, -4.8741], [-4.6018, -4.5122, -0.8942], [0.6361, -0.0771, 1.6713], [-0.4786, 4.0484, -3.6306], [2.9375, 4.9127, 3.4726], [-5.3987, -1.1721, 3.6316], [8.0310, 2.7517, -2.5426], [-4.0896, -3.9012, -1.6430], [1.6926, 3.5451, 4.5292], [-0.3010, -2.8635, 3.3069], [-3.3491, -1.9409, 1.1902], [-5.3989, -4.7220, 2.0009], [2.6748, -1.6259, -0.1214], [5.1776, 1.3551, 1.2537], [-5.7383, -4.2057, 2.9050], [-0.5399, 1.0417, -7.9528], [2.8977, 3.0429, 1.3715], [2.4083, 0.1830, -2.0792], [1.8602, 1.6766, -4.5124], [9.0515, 1.8478, -0.4988], [-1.2738, 3.6049, -0.3772], [-1.4510, 1.3030, 1.2073], [-5.0073, -2.0939, 4.0780], [6.0034, 2.5764, -1.8271], [-1.2551, 3.6348, -5.9628], [0.7406, 2.1060, -8.5265], [-6.7886, -2.7235, 0.3479], [1.4415, 1.5116, -5.9368], [-4.0365, 2.1049, 1.8597], [-2.0080, -0.7028, 4.1162], [0.0615, -3.6102, 4.0236], [-5.8221, -0.5601, 4.4375], [-5.3173, 1.8184, 3.0652], [4.0638, -1.6560, -0.1273], [-2.3489, 1.0969, 0.7837], [-0.3792, 3.1036, -5.6083], [-3.8350, 1.9292, -1.5292], [0.2875, 2.2897, -6.4342], [2.8760, 2.0693, 0.3131], [0.8524, -2.6597, 0.3278], [-1.6414, -5.0194, 1.7853], [4.7168, -5.0376, 1.4713], [-2.8884, -3.9004, 4.3091], [-3.5756, 2.3781, -2.3760], [-2.7453, 0.1020, 4.0708], [-2.0098, -3.3999, 2.6984], [-0.8724, 2.7654, -8.1810], [1.1212, 2.6977, -3.7380], [5.7965, 1.6702, 0.4233], [-0.1197, 2.0479, -7.8540], [5.2614, -5.5671, 0.6856], [4.0779, 4.5164, 0.3026], [-3.9607, -4.0499, 4.1712], [0.0553, 3.3297, -4.2416], [2.1872, 2.7978, 2.5685], [3.6026, 3.6908, -3.9689], [-4.0265, -0.2226, 2.7288], [3.6073, 5.1865, 2.2570], [-2.5564, -5.5830, 1.5796], [4.6218, -0.8298, -0.5525], [2.2399, 3.7520, 3.6167], [1.4819, 3.1748, -2.0430], [-3.5014, -0.3507, -3.7502], [-1.8023, 5.6072, 0.2353], [7.9753, 1.9420, -0.5751], [-6.2090, -1.4488, 2.9523], [-2.4659, -4.8330, 4.7047], [-4.7842, 1.3915, 2.2060], [-0.9675, -5.6621, 2.3661], [5.4145, 3.1204, -3.0023], [-7.5466, -3.5155, 0.3213], [-2.2084, 1.0309, 3.8641], [-3.4111, 0.7091, -0.3382], [-4.9923, -1.0309, -5.3006], [-3.2774, 3.2781, -2.1405], [-1.7854, -2.2204, -0.0370], [-1.8466, 4.7134, -0.6029], [7.1511, 1.5473, 0.5070], [-4.5090, -5.3008, 2.2604], [1.3659, 4.6649, -1.9747], [-2.4927, 4.8446, -1.6646], [2.9607, 5.6368, 4.2776], [2.9053, 1.5358, -4.2717], [4.0214, -5.7397, 1.9310], [4.7121, -2.7602, 0.3919], [0.8154, 1.4540, 3.5788]], "forces_ev_per_a": [[-0.054, 0.044, 0.051], [0.012, 0.006, -0.018], [-0.350, 0.037, -0.321], [-0.016, -0.060, -0.056], [0.054, -0.037, 0.022], [-0.027, -0.073, -0.001], [0.043, -0.179, -0.095], [-0.020, -0.029, -0.021], [-0.022, -0.002, -0.019], [-0.092, 0.029, 0.110], [0.019, 0.022, 0.052], [0.281, 0.517, 0.168], [0.000, 0.030, 0.000], [-0.031, 0.029, 0.017], [-0.005, 0.047, 0.287], [0.011, 0.009, 0.033], [-0.459, -0.053, -0.061], [0.043, -0.065, -0.016], [-0.003, -0.205, -0.056], [0.011, -0.016, 0.067], [-0.032, -0.019, 0.007], [-0.107, 0.568, -0.409], [0.037, 0.084, -0.042], [0.044, 0.041, 0.010], [0.052, 0.042, -0.062], [0.064, 0.078, 0.027], [-0.034, -0.040, 0.037], [-0.012, -0.012, 0.344], [-0.001, -0.016, 0.020], [-0.047, -0.055, -0.045], [0.020, 0.014, -0.012], [-0.024, 0.034, -0.031], [0.375, -0.065, 0.379], [-0.096, 0.028, 0.089], [-0.278, -0.667, 0.288], [-0.056, -0.084, -0.126], [-0.117, 0.049, -0.104], [0.012, 0.007, -0.004], [-0.064, 0.229, 0.055], [0.117, -0.038, -0.255], [0.013, -0.023, 0.029], [-0.035, 0.050, 0.016], [0.107, 0.095, -0.112], [-0.094, -0.148, 0.092], [-0.014, -0.011, -0.002], [-0.068, -0.072, 0.054], [-0.004, -0.005, -0.020], [0.192, 0.180, -0.055], [0.011, 0.271, -0.490], [0.004, -0.107, 0.144], [0.165, 0.042, -0.066], [-0.061, 0.033, -0.006], [-0.026, -0.059, -0.086], [0.027, 0.016, -0.002], [0.074, 0.171, -0.071], [0.166, -0.261, 0.364], [-0.234, -0.138, 0.124], [-0.004, -0.014, 0.018], [0.124, 0.016, -0.010], [-0.239, 0.105, 0.087], [-0.063, 0.114, -0.028], [0.009, 0.048, -0.100], [0.024, -0.012, 0.025], [0.000, 0.018, 0.000], [-0.129, 0.142, -0.138], [-0.123, -0.057, -0.053], [-0.056, -0.007, 0.047], [-0.061, 0.039, 0.056], [0.016, 0.024, -0.014], [0.028, -0.029, -0.029], [0.011, -0.006, -0.058], [0.023, -0.050, 0.014], [0.272, -0.101, 0.128], [-0.036, 0.158, 0.139], [0.104, 0.023, -0.231], [0.111, -0.190, -0.081], [0.469, 0.495, 0.142], [0.043, -0.006, -0.021], [0.002, -0.141, -0.123], [0.013, 0.028, -0.014], [-0.043, 0.014, 0.174], [-0.136, -0.137, 0.119], [0.175, 0.069, 0.087], [-0.186, -0.133, -0.022], [0.013, -0.028, 0.016], [0.174, -0.070, -0.014], [-0.247, -0.011, -0.089], [-0.036, -0.021, 0.017], [-0.012, 0.008, 0.011], [-0.002, -0.027, 0.014], [0.102, -0.037, 0.053], [-0.147, 0.022, -0.286], [-0.021, 0.003, 0.034], [0.034, 0.038, 0.059], [-0.050, -0.303, 0.212], [-0.068, 0.017, 0.156], [0.107, -0.006, 0.008], [-0.010, 0.027, 0.025], [-0.044, -0.106, -0.044], [0.083, 0.489, 0.057], [-0.025, -0.093, 0.076], [0.121, 0.028, -0.130], [-0.052, -0.088, 0.240], [0.027, 0.045, 0.093], [0.001, 0.070, 0.004], [-0.126, 0.229, -0.137], [-0.042, 0.022, -0.025], [0.155, -0.071, 0.096], [0.024, 0.036, 0.001], [-0.002, -0.045, 0.006], [-0.020, -0.596, -0.144], [0.068, 0.039, 0.073], [0.064, 0.065, -0.032], [0.172, 0.212, -0.436], [-0.302, -0.247, 0.266], [0.226, 0.023, -0.118], [-0.125, 0.030, -0.002], [0.090, -0.538, -0.153], [0.130, 0.187, -0.128], [-0.006, 0.013, -0.020], [-0.104, -0.024, -0.046], [0.006, 0.018, -0.012], [0.025, -0.002, 0.009], [-0.001, 0.021, -0.045]], "charge": -2, "lumo_ha": 0.1242, "largest_force_ev_per_a": 0.78, "energy_ev": -215006.9033, "homo_energy_ev": -1.329, "gap_ev": 4.707, "de_lowest_ev": 0.000}

***

# 2
{"formula": "C44H58B2Cl2F12N2O11S", "method": "ωB97M-V/def2-TZVPD", "elements": ["F", "C", "C", "C", "C", "H", "H", "F", "C", "H", "F", "H", "H", "C", "C", "H", "C", "Cl", "B", "C", "C", "H", "H", "C", "C", "H", "H", "H", "C", "H", "H", "O", "C", "F", "Cl", "O", "C", "C", "C", "S", "F", "H", "H", "H", "H", "C", "C", "C", "H", "H", "H", "H", "F", "H", "H", "C", "C", "H", "C", "H", "H", "H", "C", "C", "C", "O", "H", "C", "O", "H", "H", "O", "H", "O", "C", "F", "C", "H", "F", "C", "C", "H", "F", "O", "H", "H", "H", "H", "H", "C", "C", "H", "H", "F", "H", "C", "C", "H", "C", "N", "C", "O", "C", "H", "H", "H", "N", "H", "H", "C", "H", "O", "H", "F", "H", "H", "H", "C", "B", "H", "H", "H", "H", "C", "O", "F", "O", "C", "H", "C", "C", "H"], "xyz": [[1.9492, 4.7396, -2.2855], [6.8689, 4.9127, 5.8417], [-4.5671, -3.8246, -2.5742], [-3.4137, -1.1068, -4.6876], [0.1290, 3.9631, 2.5739], [4.5853, 1.0392, -2.6605], [-4.6491, -1.0525, 5.9922], [0.5837, 3.1227, -1.8953], [-6.9642, -0.9943, -5.9160], [-10.2273, -2.1570, -5.6848], [2.7154, 2.7760, -1.8460], [-2.5702, -0.3110, -7.8485], [-8.5125, -1.3516, -7.4627], [4.1732, 0.1650, -2.1451], [-2.5284, -0.3755, -6.7640], [-3.2923, -3.2996, 4.4028], [1.7542, 3.6619, -1.5314], [-3.1218, -1.3345, 0.3393], [2.8509, -0.2620, -2.8952], [-1.3720, 0.0593, -4.7692], [-1.4490, 0.1632, -6.1323], [-1.7919, -5.6179, -1.0249], [6.5228, 5.4032, 4.9300], [-0.9176, -0.9731, -2.0751], [-1.9366, -2.4675, -0.2900], [8.3227, 3.4188, 6.4251], [4.9104, -0.6340, -2.3047], [2.4886, -0.6346, 0.7846], [-9.1499, -2.1446, -5.5259], [3.3826, 0.0853, 3.5029], [0.1045, 4.0037, 3.6627], [3.9379, -1.9903, 3.0145], [-1.1747, -4.8403, -0.5531], [10.5382, 6.2699, 3.4936], [-3.4996, -4.3249, 0.8324], [-5.4896, -1.2184, -3.1051], [-5.9132, -0.7049, -7.0228], [0.2503, -0.4675, -2.6203], [-3.5258, -1.0203, -6.0720], [0.0331, 0.7369, -3.9150], [0.5146, -1.2161, 4.3306], [0.1866, 4.9819, 2.1905], [2.2537, 3.5635, 2.4305], [-6.3764, -0.9648, -7.9829], [-4.4241, -4.9071, -2.5301], [11.0402, 5.7002, 4.5967], [1.3058, 3.1371, 2.1023], [1.7923, 3.9980, -0.0330], [4.6916, 0.6567, 4.5212], [7.5470, 3.1215, 4.8796], [1.7828, 0.3345, 5.3990], [-2.5665, -3.6951, -4.1540], [11.8561, 4.7103, 4.2033], [2.1325, -0.6525, -4.5874], [3.0769, 0.8434, 6.4486], [3.2243, -1.4404, 0.7154], [-0.7892, -1.8738, -1.0217], [-5.3938, -2.6163, 5.6071], [3.7988, 3.0468, 4.6573], [-5.6623, 0.3575, -7.0796], [-4.0012, -2.5256, 6.6944], [7.2448, 5.6935, 6.5042], [1.5985, -1.7472, -1.1652], [-8.4224, -1.0912, -6.4078], [-3.5244, -2.2547, 4.6043], [-2.3113, -1.4981, 4.7820], [-4.2670, -1.7372, -7.9144], [3.0264, -2.3203, 1.9757], [2.8896, -0.1452, -4.2613], [2.7869, -3.3239, -0.3667], [-0.6611, -5.3461, 0.2695], [-1.4063, -3.1195, 6.0566], [3.7376, -2.1345, -1.2827], [3.2315, 2.0583, 3.9858], [2.8419, 0.2408, 5.5698], [11.7828, 6.6131, 5.2182], [3.6153, 0.7147, 4.3600], [-0.4874, -4.4859, -1.3165], [3.9092, 4.6554, 2.9234], [-0.1255, -1.1432, 5.5108], [-4.6583, -1.6073, -6.8985], [-8.6871, -3.1156, -5.7352], [-0.4525, 0.1424, 5.7034], [2.2431, 5.0089, 0.4176], [4.0450, 0.3585, -1.0808], [-3.9390, 2.2971, -2.4638], [-0.6383, 0.6676, -6.6467], [4.4165, -1.1876, 2.7911], [0.5252, -2.9476, 0.2341], [2.9117, -2.2618, -0.5862], [7.9473, 3.9025, 5.5238], [-1.6682, 1.3164, -1.7059], [-4.9364, -2.6065, -6.5545], [1.9926, 4.4017, 3.8925], [4.2345, -1.0251, 0.6663], [-2.3359, -0.5479, -3.9999], [-2.5296, 0.7463, -2.0670], [1.9828, -2.1959, 2.2969], [-3.5099, -3.9456, -4.6647], [-4.6702, -3.3380, -3.9776], [-4.4493, -2.1062, 5.7935], [1.2917, 2.9856, 0.6677], [0.4640, -2.2345, -0.5817], [-3.6043, -5.0372, -4.5803], [-8.8810, -1.9199, -4.4879], [1.2430, 2.1303, 2.5122], [-2.2401, -0.5950, -2.5480], [-6.3716, -1.5502, -3.3112], [-0.8070, 3.5333, 2.2141], [3.3178, 4.3941, 4.0989], [-8.9068, -0.1376, -6.1689], [9.0310, 4.5074, 4.7899], [3.0782, -0.7979, 5.7897], [0.7496, -1.4732, 6.4626], [-3.4724, -3.7239, -5.7286], [-5.3987, -3.4737, -1.9670], [3.1572, -3.3814, 1.7402], [-3.7506, 1.2967, -2.0826], [-4.5503, -1.8711, -3.8776], [-6.8236, -0.2718, -5.1065], [-3.9971, -1.8504, 3.7113], [-6.7093, -1.9762, -5.4922], [-4.6112, 0.7407, -1.7167], [1.5304, -0.8396, -2.2060], [4.5948, 2.9338, 5.5446], [3.6022, 5.3951, 4.9272], [9.9234, 5.2857, 6.7012], [9.9332, 5.1581, 5.5124], [-3.6593, -3.3827, -2.1452], [-1.3566, -2.0566, 5.5112], [-2.1102, -3.7743, -0.0655], [6.0268, 4.4290, 6.3219]], "forces_ev_per_a": [[0.032, 0.116, 0.260], [0.297, 0.491, 0.069], [0.090, 0.370, 0.017], [-1.062, -0.447, 1.312], [-0.721, -0.030, -0.478], [-0.043, -0.008, 0.220], [-0.079, -0.006, -0.103], [0.007, 0.053, 0.259], [0.558, -0.241, -0.683], [0.068, -0.123, 0.146], [0.020, -0.027, 0.256], [-0.118, -0.020, 0.082], [0.097, 0.212, 0.023], [-0.249, -0.005, -0.402], [0.073, 0.245, -1.281], [0.206, 0.015, 0.113], [-0.128, -0.048, -0.813], [0.413, -0.129, -0.141], [0.289, 0.212, -0.116], [1.216, 0.402, 1.580], [0.739, 0.441, 0.062], [0.122, 0.071, 0.053], [-0.055, -0.108, -0.027], [-0.585, -0.662, 0.177], [-0.824, 0.193, 0.070], [0.178, 0.156, -0.005], [-0.036, 0.090, 0.184], [0.382, 0.249, -0.110], [1.030, 0.293, -0.472], [-0.294, 0.478, 0.087], [-0.429, -0.154, -0.343], [-0.121, -0.200, 0.326], [-0.937, -0.744, -0.226], [-0.122, -0.071, 0.093], [0.396, -0.165, -0.157], [0.112, 0.446, -0.481], [-0.478, -0.754, 0.090], [-0.533, 0.584, -0.945], [-0.272, -0.315, -0.166], [0.189, 0.084, -0.402], [-0.259, -0.249, -0.151], [0.072, 0.026, 0.071], [-0.855, -0.848, -1.801], [0.040, 0.110, 0.087], [-0.421, 0.048, -0.087], [0.484, 0.384, -0.416], [-0.034, -0.323, -0.205], [-0.088, -0.279, 0.835], [0.035, 0.268, 0.070], [0.182, 0.074, -0.178], [0.013, 0.128, -0.152], [-0.020, 0.159, -0.319], [-0.137, -0.111, 0.111], [-0.013, 0.509, -0.482], [0.144, -0.042, -0.019], [-0.538, -1.179, 0.053], [-0.724, -0.239, 0.438], [0.023, 0.003, -0.057], [0.183, -0.744, 0.193], [0.152, -0.125, 0.068], [-0.021, -0.098, -0.042], [0.061, -0.066, 0.024], [1.443, -0.630, 0.170], [-0.301, 0.103, 1.627], [-0.653, -0.242, -0.110], [0.304, 0.157, -0.053], [0.055, -0.059, 0.168], [0.214, 0.355, -0.598], [-0.061, -0.800, 0.566], [0.190, 0.071, 0.050], [0.123, 0.246, -0.053], [0.303, 0.143, 0.063], [-0.132, -0.226, -0.031], [0.191, 0.173, 0.017], [0.359, 0.466, 0.215], [-0.136, -0.093, 0.159], [-0.019, -0.558, 0.150], [0.085, 0.119, 0.221], [0.194, -0.139, 0.193], [0.646, 0.413, 0.247], [0.156, 0.610, -0.228], [-0.414, -0.077, -0.004], [-0.264, -0.077, -0.011], [0.034, 0.130, -0.336], [0.163, 0.053, -0.102], [0.408, 0.449, 1.316], [-0.132, -0.117, -0.182], [0.026, -0.251, -0.227], [0.116, 0.110, 0.005], [-0.284, 1.114, 0.187], [-0.584, -0.212, 0.223], [0.165, 0.140, -1.053], [-0.173, 0.173, 0.071], [1.375, 1.244, 2.515], [-0.042, -0.110, 0.122], [-0.673, -0.533, -0.741], [0.035, 0.442, -0.063], [0.212, -0.032, 0.286], [-0.411, -0.873, 0.248], [1.374, 0.536, 0.304], [0.259, 0.126, 0.283], [-0.004, -0.119, -0.622], [-0.476, -0.360, 0.412], [-0.035, 0.136, -0.097], [-0.489, -0.022, 0.026], [-0.057, -0.070, -0.287], [0.501, 0.663, 0.807], [0.082, -0.253, 0.425], [0.022, -0.088, -0.004], [0.177, 1.034, 0.273], [-0.053, 0.021, -0.690], [0.288, -0.007, -0.157], [0.031, 0.000, -0.115], [-0.497, -0.374, -0.011], [0.129, 0.236, 0.145], [-0.073, -0.318, -0.060], [0.159, 0.124, 0.028], [-0.489, -0.442, 0.269], [-0.453, -0.676, -0.355], [-0.375, -0.020, -0.066], [0.226, 0.148, -0.033], [-0.015, 0.089, -0.077], [-0.122, -0.463, -1.424], [0.379, 0.432, -0.330], [-0.242, 0.167, -0.156], [0.092, -0.236, 0.070], [0.285, 0.169, -0.077], [-0.565, -0.374, 0.243], [0.000, -0.151, 0.271], [-0.717, -0.354, -0.190], [0.419, 0.447, -0.003], [0.018, -0.029, 0.006]], "lumo_ha": 0.0025, "largest_force_ev_per_a": 3.12, "energy_ev": -141915.7937, "smiles": "C=CN1c2c(/C(Cl)=C(\\C)Cl)cc(CCCO)c(B(C)O)c2Sc2ccc(CCCCC)c(B(O)N(C)C)c21.CCOC(=O)C(F)(F)F.CCOC(=O)C(F)(F)F.CCOC(=O)C(F)(F)F.CCOC(=O)C(F)(F)F", "homo_energy_ev": -8.022, "gap_ev": 8.089}